## one
Here is a single C2H2FN molecule from the Open Molecules 2025 dataset. Energies are from wB97M-V/def2-TZVPD.

HOMO-LUMO gap: 11.1924 eV
E_HOMO: -10.8 eV

XYZ file:
```
6
Properties=species:S:1:pos:R:3:lowdin_charge:R:1
F 2.0823 0.1849 0.1986 -0.003
C 0.8691 -0.1423 -0.3421 -0.407
C -0.2235 -0.4583 0.5492 0.021
N 0.3610 -1.4886 -0.1186 0.171
H 0.7548 0.3548 -1.3014 0.127
H -0.9454 -0.2071 1.2820 0.092
```

## two
Here is a single C2H2FN molecule from the Open Molecules 2025 dataset. Energies are from wB97M-V/def2-TZVPD.

HOMO-LUMO gap: 12.0437 eV
E_HOMO: -11.1 eV

XYZ file:
```
6
Properties=species:S:1:pos:R:3:lowdin_charge:R:1
F -0.6316 -0.6375 -2.8361 0.079
C -0.0541 -0.7614 -1.5895 -0.302
N 0.6963 -1.4242 -0.8773 0.168
C 0.0836 -0.2423 -0.2526 -0.087
H 0.8533 0.4257 0.0596 0.076
H -0.4857 -0.5218 0.5817 0.066
```

Relative energies, kJ/mol: one 0.0; two 42.4.

## one
Here is a gas-phase ion, C5H10N3O (charge +1) from the Open Molecules 2025 dataset. Energies are from wB97M-V/def2-TZVPD.

Total charge: +1
HOMO-LUMO gap: 11.4805 eV
E_HOMO: -15.1 eV

XYZ file:
```
19
Properties=species:S:1:pos:R:3:lowdin_charge:R:1
C -0.3151 1.0551 -1.0747 0.033
N 0.0204 0.0903 -0.0427 -0.318
C -0.3017 0.6262 1.3312 0.066
C -0.6849 -1.2263 -0.2207 0.087
C 1.4420 -0.0999 -0.1067 -0.350
N 2.2084 -1.1374 0.1470 0.184
C 3.4456 -0.7286 0.0944 -0.082
O 3.4896 0.5967 -0.0171 0.060
N 2.2005 1.0353 -0.2110 0.166
H -1.3708 1.1947 -0.9658 0.122
H 0.3607 1.8465 -0.9425 0.094
H -0.3803 0.5981 -2.0122 0.110
H -1.3517 0.6369 1.3721 0.097
H 0.1340 -0.1085 2.1074 0.160
H 0.1929 1.5875 1.3877 0.115
H -0.4622 -1.7153 0.6556 0.093
H -1.6828 -0.9261 -0.2118 0.102
H -0.3999 -1.5418 -1.1515 0.100
H 4.3227 -1.3167 0.3279 0.160
```

## two
Here is a gas-phase ion, C5H10N3O (charge +1) from the Open Molecules 2025 dataset. Energies are from wB97M-V/def2-TZVPD.

Total charge: +1
HOMO-LUMO gap: 8.1267 eV
E_HOMO: -13.4 eV

XYZ file:
```
19
Properties=species:S:1:pos:R:3:lowdin_charge:R:1
C -1.9474 -1.0047 -1.8763 0.193
N -1.7271 -1.3511 -0.6814 0.082
C -0.9577 -0.5278 0.2390 -0.161
N -0.2128 0.3799 -0.5878 -0.084
C 1.2632 0.3462 -0.5140 -0.187
C 2.0514 0.6665 0.7597 -0.197
N 1.4064 1.5278 1.6727 0.118
C 0.4268 1.6602 2.3379 -0.323
O -0.5871 1.8225 2.9078 0.147
H -1.4377 -0.2010 -2.2800 0.089
H -2.2917 -1.8290 -2.6248 0.176
H -2.0243 -2.2094 -0.3725 0.139
H -1.6497 -0.0020 0.9781 0.167
H -0.1561 -1.1901 0.7502 0.176
H -0.5871 1.3248 -0.6183 0.139
H 1.5271 0.8961 -1.4352 0.126
H 1.5951 -0.7097 -0.7194 0.129
H 2.1608 -0.3916 1.2646 0.139
H 3.1480 0.7926 0.7996 0.132
```

## three
Here is a gas-phase ion, C5H10N3O (charge +1) from the Open Molecules 2025 dataset. Energies are from wB97M-V/def2-TZVPD.

Total charge: +1
HOMO-LUMO gap: 9.5542 eV
E_HOMO: -14.2 eV

XYZ file:
```
19
Properties=species:S:1:pos:R:3:lowdin_charge:R:1
C 1.5199 -1.8804 -0.0438 -0.026
C 0.9671 -0.5049 -0.4407 -0.329
C 1.6590 0.6422 0.3076 -0.033
C -0.4721 -0.5162 -0.2335 0.005
O -1.2813 -1.4571 -0.0235 0.114
N -2.5664 -1.1008 0.1923 0.123
C -2.6470 0.1971 0.1923 -0.095
N -1.5046 0.8418 -0.0107 -0.018
N -1.1713 2.1136 -0.2788 0.104
H 1.3058 -2.0942 1.0020 0.102
H 2.5977 -1.8847 -0.1806 0.099
H 1.0914 -2.6694 -0.6579 0.096
H 1.1356 -0.3497 -1.5175 0.176
H 1.3838 1.6071 -0.1062 0.071
H 2.7336 0.5285 0.1981 0.099
H 1.4231 0.6133 1.3675 0.099
H -3.5963 0.6719 0.3652 0.161
H -1.9631 2.6771 -0.5735 0.130
H -0.6149 2.5648 0.4416 0.121
```

## four
Here is a gas-phase ion, C5H10N3O (charge +1) from the Open Molecules 2025 dataset. Energies are from wB97M-V/def2-TZVPD.

Total charge: +1
HOMO-LUMO gap: 10.4693 eV
E_HOMO: -13.2 eV

XYZ file:
```
19
Properties=species:S:1:pos:R:3:lowdin_charge:R:1
C -2.7380 -1.1217 -0.0993 0.014
C -1.4358 -0.3755 0.0381 -0.242
C -1.1273 0.9568 0.0899 0.043
N 0.2602 1.0598 -0.0741 -0.069
C 0.9457 2.2912 -0.0355 0.025
C 0.7601 -0.1526 -0.1154 -0.252
O 2.1110 -0.2248 -0.0220 -0.024
N 2.6615 -1.5744 0.0100 0.110
N -0.2344 -1.0795 -0.0337 0.233
H -2.7032 -1.6748 -0.9657 0.056
H -2.6304 -1.9129 0.7115 0.120
H -3.5466 -0.3605 -0.1102 0.114
H -1.7700 1.8116 0.2957 0.151
H 0.9368 2.6321 0.9299 0.077
H 2.0176 2.0842 -0.2974 0.124
H 0.3294 2.9123 -0.8265 0.164
H 3.3791 -1.5678 -0.6649 0.078
H 3.1216 -1.7088 0.9685 0.144
H -0.3373 -1.9946 0.2012 0.136
```

Relative energies, kJ/mol: one 84.6; two 29.8; three 189.2; four 0.0.

## one
Here is 2 unconnected molecules or ions with the total composition CH4Cl2SSi from the Open Molecules 2025 dataset. Energies are from wB97M-V/def2-TZVPD.

HOMO-LUMO gap: 7.5721 eV
E_HOMO: -8.8 eV

XYZ file:
```
9
Properties=species:S:1:pos:R:3:lowdin_charge:R:1
C 0.8049 -0.9522 0.4951 -0.272
Si -0.1951 0.5808 0.0618 -0.044
S 0.1219 1.3363 -1.9024 0.482
Cl -0.7590 1.9599 1.3702 0.380
Cl -2.5212 -1.6474 -0.0347 -0.425
H 1.5832 -0.7495 1.2283 0.033
H 0.1213 -1.7040 0.8885 -0.009
H 1.2669 -1.3646 -0.4017 0.039
H -0.4230 2.5407 -1.7051 -0.185
```

## two
Here is 2 unconnected molecules or ions with the total composition CH4Cl2SSi from the Open Molecules 2025 dataset. Energies are from wB97M-V/def2-TZVPD.

HOMO-LUMO gap: 8.2558 eV
E_HOMO: -9.0 eV

XYZ file:
```
9
Properties=species:S:1:pos:R:3:lowdin_charge:R:1
C -2.5343 2.4722 1.8599 -0.461
Si -0.0729 -0.6889 0.5303 -0.103
S 1.8826 -0.2497 1.4035 0.306
Cl -1.8825 3.5541 0.8211 0.569
Cl -0.3194 0.5841 -1.0815 0.177
H -2.3519 1.5007 1.4177 -0.150
H -1.1780 -0.2445 1.6084 -0.052
H -0.1346 -2.1558 0.3802 -0.089
H 2.5387 -0.3588 0.2136 -0.197
```

Relative energies, kJ/mol: one 0.0; two 338.6.

## one
Here is a molecular structure, C3H4N3S from the Open Molecules 2025 dataset. Energies are from wB97M-V/def2-TZVPD.

Total charge: +1
HOMO-LUMO gap: 7.4491 eV
E_HOMO: -14.9 eV

XYZ file:
```
11
Properties=species:S:1:pos:R:3:lowdin_charge:R:1
C -0.6493 2.3142 0.8365 -0.171
C 0.3912 2.6263 -0.2129 -0.766
C 0.2912 -0.8707 -0.2877 0.001
N -0.9095 1.1251 1.0343 0.287
N 0.8463 1.4219 -0.7418 0.169
N 0.2613 0.4617 -0.3089 -0.042
S 0.8848 4.0945 -0.5383 1.021
H -0.9869 3.1088 1.3885 0.108
H 0.6882 -1.2847 0.5866 0.118
H 0.9406 -1.1811 -1.1987 0.173
H -0.7109 -1.1266 -0.3364 0.101
```

## two
Here is a gas-phase ion, C3H4N3S (charge +1) from the Open Molecules 2025 dataset. Energies are from wB97M-V/def2-TZVPD.

Total charge: +1
HOMO-LUMO gap (alpha / beta): 6.6064 / 6.6080 eV
E_HOMO (alpha / beta): -15.2 / -15.2 eV

XYZ file:
```
11
Properties=species:S:1:pos:R:3:lowdin_charge:R:1
C 0.6843 -0.7003 0.0635 0.003
N -0.5716 -0.1088 0.0084 -0.138
N -1.6994 -0.7593 0.2587 0.159
C -2.6956 0.1194 0.0323 -0.724
S -4.2590 -0.3748 0.0651 1.041
C -2.0158 1.4379 -0.2338 -0.014
N -0.7677 1.2275 -0.2985 0.177
H 0.8547 -1.6674 -0.5590 0.157
H 1.0287 -1.1856 1.0144 0.138
H 1.3704 0.0313 -0.3451 0.106
H -2.5208 2.2943 -0.3212 0.095
```

Relative energies, kJ/mol: one 73.1; two 0.0.

## one
Here is a gas-phase ion, C3H8N4O (charge +2) from the Open Molecules 2025 dataset. Energies are from wB97M-V/def2-TZVPD.

Total charge: +2
HOMO-LUMO gap: 10.1823 eV
E_HOMO: -19.6 eV

XYZ file:
```
16
Properties=species:S:1:pos:R:3:lowdin_charge:R:1
N -0.6796 1.7593 -0.6767 0.204
C -0.3878 1.0359 0.4002 -0.189
N 1.0229 0.8267 0.6467 0.184
C 1.7454 -0.1795 0.2359 0.015
N 1.2158 -1.2810 -0.2846 0.162
C -0.1378 -1.5262 -0.2650 0.025
N -0.9277 -0.6224 0.1736 -0.021
O -2.2299 -0.6845 0.3403 0.139
H -0.1289 1.7397 -1.5241 0.150
H -1.5615 2.2535 -0.7450 0.156
H -0.9608 1.2855 1.2998 0.190
H 1.4852 1.6145 1.1044 0.207
H 2.8288 -0.1354 0.3455 0.197
H 1.8316 -2.0139 -0.6386 0.205
H -0.4749 -2.5126 -0.5864 0.192
H -2.6408 -1.5594 0.1742 0.183
```

## two
Here is a gas-phase ion, C3H8N4O (charge +2) from the Open Molecules 2025 dataset. Energies are from wB97M-V/def2-TZVPD.

Total charge: +2
HOMO-LUMO gap: 11.3843 eV
E_HOMO: -19.5 eV

XYZ file:
```
16
Properties=species:S:1:pos:R:3:lowdin_charge:R:1
O 0.3025 1.8202 -0.5320 0.174
C 0.0202 0.7496 -0.0402 -0.371
N -1.1953 0.4471 0.3965 0.058
C -2.1457 -0.5774 0.6248 0.020
N -2.4938 0.5950 -0.0802 0.195
N 1.1540 -0.1433 0.4008 0.034
C 2.2563 -0.2325 -0.4647 -0.032
N 2.3094 0.5549 0.7601 0.114
H -2.0256 -1.5892 0.1062 0.194
H -2.5605 -0.6123 1.6744 0.183
H -2.6071 0.5727 -1.2092 0.303
H -3.1502 1.2159 0.4488 0.235
H 3.0272 -1.1366 -0.5312 0.202
H 2.3071 0.3523 -1.4461 0.179
H 2.7581 0.0898 1.6951 0.281
H 2.4276 1.6113 0.7654 0.231
```

Relative energies, kJ/mol: one 0.0; two 377.2.

## one
Here is 2 unconnected molecules or ions with the total composition C2H3ClN2 from the Open Molecules 2025 dataset. Energies are from wB97M-V/def2-TZVPD.

Total charge: +2
HOMO-LUMO gap: 8.3583 eV
E_HOMO: -21.1 eV

XYZ file:
```
8
Properties=species:S:1:pos:R:3:lowdin_charge:R:1
C -1.9770 0.9252 -2.0776 -0.134
C 0.3193 -0.3952 0.6166 -0.044
N -0.7072 -0.2539 0.0753 0.392
N 1.3434 -0.5830 1.3659 0.271
Cl -1.1675 1.7843 -2.9708 1.257
H -1.1283 0.0339 -0.6177 -0.117
H 1.4163 -0.0861 2.2773 0.201
H 1.9011 -1.4253 1.3310 0.174
```

## two
Here is a gas-phase ion, C2H3ClN2 (charge +2) from the Open Molecules 2025 dataset. Energies are from wB97M-V/def2-TZVPD.

Total charge: +2
HOMO-LUMO gap: 8.5582 eV
E_HOMO: -21.5 eV

XYZ file:
```
8
Properties=species:S:1:pos:R:3:lowdin_charge:R:1
C -0.6302 0.9637 -2.0116 0.501
N -0.5609 0.3239 -1.0510 0.230
C -0.6283 -0.4847 0.0271 -0.288
N 0.1160 -0.6647 1.0595 0.273
Cl -2.1328 -2.0691 -0.0743 0.608
H -0.8669 1.4860 -2.9445 0.203
H 0.9913 -0.0599 1.1807 0.228
H -0.1527 -1.5834 1.6535 0.245
```

Relative energies, kJ/mol: one 106.4; two 0.0.

## one
Here is 2 unconnected molecules or ions with the total composition C2O4S from the Open Molecules 2025 dataset. Energies are from wB97M-V/def2-TZVPD.

HOMO-LUMO gap (alpha / beta): 7.8775 / 7.8785 eV
E_HOMO (alpha / beta): -9.0 / -9.0 eV

XYZ file:
```
7
Properties=species:S:1:pos:R:3:lowdin_charge:R:1
C 0.5562 0.7982 0.0940 -0.418
C -1.2872 -0.6296 -0.0672 -0.557
O 0.2798 1.7020 -0.5307 0.214
O -1.1311 -1.0228 0.9927 0.169
O -1.3895 -0.3168 -1.1659 0.227
O 2.7652 -0.3343 -0.1548 -0.568
S 1.4221 -0.6358 0.3730 0.932
```

## two
Here is 2 unconnected molecules or ions with the total composition C2O4S from the Open Molecules 2025 dataset. Energies are from wB97M-V/def2-TZVPD.

HOMO-LUMO gap: 8.7353 eV
E_HOMO: -9.4 eV

XYZ file:
```
7
Properties=species:S:1:pos:R:3:lowdin_charge:R:1
O -0.7425 1.6953 1.9475 -0.502
S 0.4462 0.9708 2.2545 0.951
C 1.2783 0.5624 0.6459 -0.214
O 0.5065 -0.3728 0.9140 -0.215
O 0.5767 -1.0441 -1.5623 0.197
C -0.4966 -0.8948 -1.9021 -0.444
O -1.5686 -0.9168 -2.2975 0.227
```

Relative energies, kJ/mol: one 0.0; two 105.1.

## one
Here is a single C4H6O4 molecule from the Open Molecules 2025 dataset. Energies are from wB97M-V/def2-TZVPD.

HOMO-LUMO gap: 10.3637 eV
E_HOMO: -10.3 eV

XYZ file:
```
14
Properties=species:S:1:pos:R:3:lowdin_charge:R:1
O 2.5654 0.0706 -0.8816 0.099
C 1.5100 0.0628 -0.2876 -0.558
O 1.0423 1.1232 0.4142 -0.018
C 0.5196 -1.0624 -0.2235 -0.065
C -0.6524 -0.6251 0.7892 -0.044
C -1.6374 0.1525 -0.2590 -0.460
O -2.4723 -0.5257 -0.6970 0.134
O -1.6913 1.5980 -0.4829 0.020
H 1.7469 1.9724 0.4787 0.248
H 0.1346 -1.2377 -1.3659 0.197
H 1.1981 -1.8621 0.1260 0.129
H -0.4478 0.0424 1.7234 0.153
H -1.1294 -1.4937 1.0158 0.061
H -0.6862 1.7847 -0.3499 0.106
```

## two
Here is 2 unconnected molecules or ions with the total composition C4H6O4 from the Open Molecules 2025 dataset. Energies are from wB97M-V/def2-TZVPD.

HOMO-LUMO gap: 8.8933 eV
E_HOMO: -10.3 eV

XYZ file:
```
14
Properties=species:S:1:pos:R:3:lowdin_charge:R:1
C 0.8150 0.7592 0.5575 -0.228
C -0.4903 0.7908 1.1584 -0.029
C -0.3385 -0.2526 0.1169 -0.335
C -0.9007 -0.3634 -1.2886 -0.303
H 0.7827 1.6374 -1.2609 0.139
H 1.8643 0.1190 1.0061 0.212
H -0.3577 0.3895 2.0977 0.097
H -1.1624 1.6468 1.1056 0.151
H 0.9558 -1.5678 1.2576 0.343
H -0.0798 -2.1023 -1.0063 0.158
O 1.3799 1.7298 -0.4089 -0.069
O -0.1865 -1.7099 0.3545 -0.121
O -0.8545 -1.7436 -1.8242 -0.042
O -1.4274 0.6672 -1.8654 0.027
```

Relative energies, kJ/mol: one 0.0; two 516.5.